Arrangement P

This record from the Open Molecules 2025 dataset describes a 2-piece molecular cluster, C2H6N2O4 overall. The level of theory is ωB97M-V with the def2-TZVPD basis set.

Bonds (Å) are listed after each position.
Atoms and positions in Å:
1 C -0.80 -1.24 0.49  O2 1.356, O3 1.354, O4 1.258
2 O -1.80 -1.65 -0.33  C1 1.356, H5 0.973
3 O -1.27 -1.28 1.76  C1 1.354, H6 0.974
4 O 0.41 -1.44 0.21  C1 1.258
5 H -2.61 -1.51 0.19  O2 0.973
6 H -0.51 -1.00 2.31  O3 0.974
7 C 0.41 0.90 -0.26  N8 1.356, N9 1.354, O10 1.280
8 N 0.39 0.91 -1.62  C7 1.356, H11 1.008, H13 1.012
9 N 1.53 1.36 0.34  C7 1.354, H12 1.009, H14 1.013
10 O -0.70 0.83 0.39  C7 1.280
11 H 1.22 1.18 -2.14  N8 1.008
12 H 2.24 1.76 -0.25  N9 1.009
13 H -0.46 0.54 -2.02  N8 1.012
14 H 1.95 0.63 0.91  N9 1.013

Properties
SMILES string ... NC(N)=O.O=C(O)O

Atomic partial charges in e from the Mulliken method, atoms 1 to 6: 0.7654, -0.4553, -0.4711, -0.7005, 0.3322, 0.3518

---

Arrangement Q

This record from the Open Molecules 2025 dataset describes one molecule with the formula C2H6N2O4. The level of theory is ωB97M-V with the def2-TZVPD basis set.

Bonds (Å) are listed after each position.
Atoms and positions in Å:
1 C 1.52 0.13 0.86  N3 1.453, H12 1.097, H13 1.092, H14 1.094
2 N -1.29 -0.51 0.21  C4 1.358, O5 1.395, O6 1.521
3 N 0.89 0.11 -0.45  C1 1.453, C4 1.554, O7 1.419
4 C -0.63 0.45 -0.48  N2 1.358, N3 1.554, O8 1.216
5 O -1.05 -1.86 -0.05  N2 1.395, H9 0.973
6 O -2.77 -0.16 0.28  N2 1.521, H10 0.972
7 O 1.58 1.04 -1.27  N3 1.419, H11 0.983
8 O -0.97 1.53 -0.92  C4 1.216
9 H -0.12 -1.95 -0.31  O5 0.973
10 H -3.15 -0.98 -0.06  O6 0.972
11 H 0.95 1.79 -1.38  O7 0.983
12 H 1.41 1.13 1.30  C1 1.097
13 H 1.05 -0.61 1.50  C1 1.092
14 H 2.58 -0.11 0.75  C1 1.094

Properties
SMILES string ... CN(O)C(=O)N(O)O

Atomic partial charges in e from the Mulliken method, atoms 1 to 6: -0.7550, 0.2366, -0.1121, 0.4366, -0.4396, -0.3883

---

Most favorable first, least favorable last: arrangement P, arrangement Q